The following is a quantum chemistry calculation of 6 unconnected molecules or ions with the total composition C26H43F15O11P, from the Open Molecules 2025 dataset.

Output
Charge ... -1
E_tot ... -100231.6249 eV
E_HOMO ... -3.09 eV
Orbital gap ... 4.977 eV
LUMO ... 0.0695 Ha
Relative energy (zero: lowest compared OMol25 entry of this formula, charge and spin) ... 0.00 kcal/mol
Spin multiplicity ... 1

Each atom is followed by the atoms it is bonded to, with distances in Å.
Atoms and positions in Å:
1 C 3.6269 -0.2161 4.7794  O2 1.412, H9 1.087, H10 1.092, H11 1.097
2 O 2.6474 -0.0964 3.7695  C1 1.412, C3 1.411
3 C 2.2463 -1.3140 3.1796  O2 1.411, C4 1.541, H12 1.094, H13 1.100
4 C 2.3468 -1.3103 1.6422  C3 1.541, C5 1.535, H14 1.096, H15 1.091
5 C 3.1239 -0.1420 1.0187  C4 1.535, C6 1.527, H16 1.096, H17 1.090
6 C 4.6320 -0.3808 0.9893  C5 1.527, C7 1.517, H18 1.098, H19 1.097
7 C 5.4226 0.8259 0.5196  C6 1.517, P8 1.926, H20 1.095, H21 1.091
8 P 5.7363 2.1584 1.8739  C7 1.926, H22 1.502, H23 1.476, H24 1.498, H25 1.495, H26 1.475
9 H 3.6289 0.7174 5.3366  C1 1.087
10 H 4.6168 -0.3877 4.3502  C1 1.092
11 H 3.3852 -1.0387 5.4641  C1 1.097
12 H 2.8076 -2.1545 3.5977  C3 1.094
13 H 1.1986 -1.4833 3.4681  C3 1.100
14 H 2.8899 -2.2185 1.3575  C4 1.096
15 H 1.3587 -1.4123 1.1917  C4 1.091
16 H 2.7720 -0.0727 -0.0168  C5 1.096
17 H 2.8910 0.8041 1.5079  C5 1.090
18 H 4.7842 -1.2089 0.2843  C6 1.098
19 H 4.9818 -0.7484 1.9615  C6 1.097
20 H 6.4091 0.4853 0.1872  C7 1.095
21 H 4.9383 1.3342 -0.3157  C7 1.091
22 H 6.9729 1.4219 2.3017  P8 1.502
23 H 4.9376 1.4001 2.8571  P8 1.476
24 H 4.5214 2.9161 1.4335  P8 1.498
25 H 6.5475 2.9129 0.8698  P8 1.495
26 H 6.0136 3.1877 2.8939  P8 1.475
27 C -0.3383 0.7729 1.4057  C28 1.509, H36 1.090, H37 1.088, H38 1.091
28 C -1.4951 1.5866 1.9314  C27 1.509, O29 1.452, H39 1.087, H40 1.089
29 O -2.2507 2.1837 0.8444  C28 1.452, C30 1.314
30 C -3.1487 1.4191 0.2640  O29 1.314, O31 1.198, C32 1.543
31 O -3.4381 0.2879 0.5304  C30 1.198
32 C -3.8761 2.2213 -0.8353  C30 1.543, F33 1.329, F34 1.347, F35 1.327
33 F -3.0368 2.9393 -1.5744  C32 1.329
34 F -4.7513 3.0638 -0.2522  C32 1.347
35 F -4.5613 1.4114 -1.6330  C32 1.327
36 H 0.2966 1.3800 0.7603  C27 1.090
37 H 0.2658 0.4032 2.2320  C27 1.088
38 H -0.6917 -0.0787 0.8228  C27 1.091
39 H -1.1416 2.4289 2.5209  C28 1.087
40 H -2.1637 0.9927 2.5534  C28 1.089
41 C -4.7091 -3.1899 -0.1677  C42 1.511, H50 1.091, H51 1.089, H52 1.090
42 C -4.0651 -3.0461 1.1921  C41 1.511, O43 1.447, H53 1.087, H54 1.089
43 O -4.5722 -4.0385 2.1158  C42 1.447, C44 1.320
44 C -4.0154 -5.2339 2.0539  O43 1.320, O45 1.196, C46 1.544
45 O -3.1418 -5.5977 1.3232  C44 1.196
46 C -4.6415 -6.1478 3.1291  C44 1.544, F47 1.336, F48 1.338, F49 1.328
47 F -5.9713 -6.0216 3.1663  C46 1.336
48 F -4.1586 -5.8284 4.3355  C46 1.338
49 F -4.3506 -7.4208 2.8858  C46 1.328
50 H -5.7952 -3.1426 -0.0810  C41 1.091
51 H -4.3731 -2.3843 -0.8192  C41 1.089
52 H -4.4481 -4.1431 -0.6276  C41 1.090
53 H -4.3141 -2.0860 1.6361  C42 1.087
54 H -2.9806 -3.1194 1.1334  C42 1.089
55 C 6.8302 0.9890 -6.5890  C56 1.513, H64 1.090, H65 1.090, H66 1.089
56 C 5.9393 1.7828 -5.6589  C55 1.513, O57 1.440, H67 1.088, H68 1.089
57 O 5.1937 0.9143 -4.7857  C56 1.440, C58 1.333
58 C 5.8435 0.4955 -3.6999  O57 1.333, O59 1.191, C60 1.538
59 O 6.9649 0.7532 -3.3910  C58 1.191
60 C 4.8966 -0.3682 -2.8489  C58 1.538, F61 1.351, F62 1.338, F63 1.321
61 F 4.2106 -1.2437 -3.6153  C60 1.351
62 F 3.9862 0.3923 -2.2303  C60 1.338
63 F 5.5541 -1.0666 -1.9408  C60 1.321
64 H 6.2426 0.2625 -7.1511  C55 1.090
65 H 7.3263 1.6580 -7.2920  C55 1.090
66 H 7.5928 0.4484 -6.0297  C55 1.089
67 H 5.1863 2.3352 -6.2174  C56 1.088
68 H 6.5116 2.4928 -5.0636  C56 1.089
69 C -7.1436 1.9793 1.5814  C70 1.511, H78 1.091, H79 1.083, H80 1.090
70 C -6.5957 2.7250 2.7756  C69 1.511, O71 1.445, H81 1.088, H82 1.089
71 O -7.2661 2.3320 3.9936  C70 1.445, C72 1.323
72 C -6.8193 1.2269 4.5683  O71 1.323, O73 1.195, C74 1.543
73 O -5.9265 0.5245 4.1978  C72 1.195
74 C -7.6084 0.9681 5.8693  C72 1.543, F75 1.336, F76 1.339, F77 1.326
75 F -8.9190 1.1566 5.6916  C74 1.336
76 F -7.1922 1.8096 6.8241  C74 1.339
77 F -7.4163 -0.2739 6.2914  C74 1.326
78 H -8.2231 2.1167 1.5055  C69 1.091
79 H -6.6837 2.3439 0.6706  C69 1.083
80 H -6.9470 0.9102 1.6649  C69 1.090
81 H -6.7766 3.7937 2.6863  C70 1.088
82 H -5.5229 2.5727 2.8869  C70 1.089
83 C 1.0497 -0.5218 -3.3425  C84 1.510, H92 1.089, H93 1.089, H94 1.091
84 C 1.1163 0.7194 -4.1992  C83 1.510, O85 1.449, H95 1.088, H96 1.089
85 O 0.7103 0.4417 -5.5622  C84 1.449, C86 1.319
86 C -0.5874 0.4403 -5.7965  O85 1.319, O87 1.196, C88 1.544
87 O -1.4748 0.6434 -5.0207  C86 1.196
88 C -0.8364 0.1726 -7.2964  C86 1.544, F89 1.335, F90 1.341, F91 1.328
89 F -0.0673 -0.8173 -7.7558  C88 1.335
90 F -0.5614 1.2762 -8.0060  C88 1.341
91 F -2.1067 -0.1519 -7.5094  C88 1.328
92 H 1.6474 -1.3194 -3.7814  C83 1.089
93 H 1.4362 -0.3036 -2.3479  C83 1.089
94 H 0.0256 -0.8846 -3.2477  C83 1.091
95 H 2.1393 1.0806 -4.2768  C84 1.088
96 H 0.5036 1.5235 -3.7945  C84 1.089